[1]
Entry from OMol25: C5H8N2O2S in the gas phase in a non-equilibrium geometry (ωB97M-V/def2-TZVPD).

Atoms and positions in Å:
C (3.13096, -0.53021, -1.51660)
C (2.49238, -1.75215, -1.01746)
C (-1.75770, -0.97957, 1.38710)
C (-1.79269, 0.03412, 0.23886)
C (-0.93292, 1.25085, 0.50605)
N (1.98950, 0.69012, -1.38182)
N (0.76664, 0.26291, -0.81107)
O (4.09743, -0.30657, -2.14679)
O (0.48617, 1.07025, 0.35159)
S (1.03670, -1.48898, -0.41847)
H (-2.17834, -0.59000, 2.28567)
H (-2.29469, -1.90651, 1.26938)
H (-0.69971, -1.33296, 1.66676)
H (-2.88581, 0.49028, 0.15656)
H (-1.35822, -0.33143, -0.81224)
H (-1.25445, 2.09246, -0.17953)
H (-0.99109, 1.72209, 1.48308)
H (2.14583, 1.60529, -1.06106)

Forces on atoms 1 to 3 (eV/Å):
-2.29 2.62 0.05
-0.62 -0.40 0.48
1.96 -0.93 0.05

## Properties
Energy above the lowest of the compared OMol25 structures with the same formula, charge and spin ... 171.6 kcal/mol
Total charge ... 0
DFT total energy ... -23218.6585 eV
Spin multiplicity ... 1
Largest force on an atom ... 3.59 eV/Å

These are the natural (NBO) partial charges, in e, on atoms 1 to 8: 0.583 -0.424 -0.629 -0.457 -0.079 -0.533 -0.156 -0.465

[2]
Entry from OMol25: 2 unconnected molecules or ions with the total composition C5H8N2O2S in a non-equilibrium geometry (ωB97M-V/def2-TZVPD).

Atoms and positions in Å:
C (2.03977, -0.66663, 0.36298)
C (0.64153, -0.28778, 0.42886)
C (-1.49799, -3.00414, -0.03057)
C (2.81912, -0.47425, -0.66975)
C (-1.23427, 2.57201, 0.30222)
N (-0.35009, -3.02867, 0.17204)
N (0.16507, 0.42098, -0.47093)
O (-2.10309, 0.13610, 0.82772)
O (-2.16812, 0.83883, -1.53230)
S (-1.49429, 0.86300, -0.25991)
H (2.60167, -1.19914, 1.10169)
H (0.09156, -0.63569, 1.35004)
H (-2.51524, -3.05038, -0.33536)
H (2.57305, -0.09388, -1.67369)
H (3.87173, -0.71421, -0.60537)
H (-0.29982, 2.33313, 0.68543)
H (-0.97236, 3.21110, -0.50269)
H (-2.16823, 2.77963, 0.84960)

Forces on atoms 1 to 3 (eV/Å):
0.69 -0.40 -0.02
0.52 -1.75 2.78
2.84 -0.26 0.15

## Properties
Energy above the lowest of the compared OMol25 structures with the same formula, charge and spin ... 96.9 kcal/mol
Total charge ... 0
SMILES string ... C=C/C=N/S(C)(=O)=O.C#N
DFT total energy ... -23221.8950 eV
Spin multiplicity ... 1
Largest force on an atom ... 3.32 eV/Å

These are the natural (NBO) partial charges, in e, on atoms 1 to 8: -0.305 0.150 0.111 -0.264 -0.850 -0.345 -0.666 -0.957

[3]
Entry from OMol25: 2 unconnected molecules or ions with the total composition C5H8N2O2S2 in a non-equilibrium geometry (ωB97M-V/def2-TZVPD).

Atoms and positions in Å:
C (-2.73181, -1.59066, -0.59801)
C (-3.38717, -1.53628, 0.57168)
C (-1.11499, -0.83920, 0.62816)
C (2.02355, -0.39084, -0.89258)
C (1.28671, 2.08534, -0.62264)
N (-1.42008, -1.20387, -0.56882)
N (1.96486, 0.92545, -0.11790)
O (0.65027, 1.63340, 2.08583)
O (1.97839, -0.50585, 2.20588)
S (-2.33745, -0.96315, 1.86145)
S (1.22042, 0.45869, 1.46607)
H (-3.16608, -1.75652, -1.58839)
H (-4.32881, -1.64856, 0.94681)
H (2.75778, -0.43516, -1.64525)
H (2.18065, -1.02180, -0.06844)
H (1.07326, -0.53724, -1.48907)
H (0.40290, 1.93989, -1.12544)
H (1.03542, 2.70900, 0.15836)
H (1.91220, 2.67736, -1.20769)

Forces on atoms 1 to 3 (eV/Å):
-0.96 0.09 -1.14
2.09 0.72 1.12
1.31 0.40 -0.06

## Properties
Energy above the lowest of the compared OMol25 structures with the same formula, charge and spin ... 101.5 kcal/mol
Total charge ... 0
DFT total energy ... -34055.2377 eV
Spin multiplicity ... 1
Largest force on an atom ... 3.56 eV/Å

These are the natural (NBO) partial charges, in e, on atoms 1 to 8: -0.062 -0.415 -0.007 -0.426 -0.443 -0.519 -0.538 -0.881